Record 1
83
Properties=species:S:1:pos:R:3 method="wB97M-V/def2-TZVPD" s2=0.780 charge=-2 e_homo_ev="-0.20 / -1.43" spin_multiplicity=2
Ti -0.416 0.085 0.043
O -2.020 -0.656 -0.525
C -2.573 -1.794 -0.786
C -3.713 -1.867 -1.616
C -4.321 -3.069 -1.912
C -3.822 -4.258 -1.391
C -2.734 -4.224 -0.542
C -2.105 -3.017 -0.215
C -1.077 -2.948 0.782
N -0.277 -1.918 1.034
C 0.431 -2.237 2.153
C 0.067 -3.472 2.595
N -0.884 -3.927 1.717
H -4.098 -0.937 -2.013
H -5.197 -3.082 -2.546
H -4.293 -5.201 -1.633
H -2.354 -5.151 -0.128
H 1.166 -1.569 2.559
H 0.389 -4.049 3.440
H -1.423 -4.771 1.796
O 1.200 1.524 2.708
S 2.174 0.774 1.966
O 2.712 -0.346 2.736
N 1.568 0.271 0.552
C 2.397 -0.552 -0.180
C 3.763 -0.747 0.056
C 4.511 -1.584 -0.757
C 3.938 -2.240 -1.828
C 2.573 -2.064 -2.112
C 1.925 -2.683 -3.203
C 0.587 -2.388 -3.428
C -0.095 -1.543 -2.575
N 0.464 -0.970 -1.486
C 1.795 -1.218 -1.277
C 3.631 1.834 1.717
C 3.868 2.569 0.573
C 5.011 3.349 0.486
C 5.925 3.362 1.526
C 5.703 2.593 2.658
C 4.544 1.840 2.758
H 4.236 -0.255 0.890
H 5.566 -1.712 -0.540
H 4.528 -2.886 -2.466
H 2.483 -3.339 -3.857
H 0.069 -2.815 -4.275
H -1.129 -1.291 -2.779
H 3.155 2.540 -0.236
H 5.183 3.948 -0.397
H 6.824 3.961 1.453
H 6.434 2.575 3.457
H 4.337 1.229 3.624
S 1.864 5.912 -0.888
C 1.128 4.429 -0.735
S 0.625 3.775 -2.329
S 0.848 3.542 0.641
S -0.146 1.416 -3.850
C 0.338 1.918 -2.113
N -0.691 1.569 -1.259
C -1.889 1.658 -1.921
C -3.142 1.844 -1.339
C -4.280 1.853 -2.130
C -4.196 1.682 -3.504
C -2.953 1.528 -4.113
C -1.822 1.535 -3.330
H 1.320 1.502 -1.865
H -3.196 1.991 -0.275
H -5.246 1.995 -1.662
H -5.095 1.684 -4.108
H -2.875 1.409 -5.186
C -1.252 0.417 3.945
C -1.880 0.876 2.616
O -1.090 0.737 1.550
C -3.174 0.033 2.404
F -2.858 -1.251 2.173
F -3.942 0.426 1.389
F -3.990 -0.008 3.490
C -2.312 2.371 2.741
F -3.605 2.507 3.164
F -2.247 2.998 1.580
F -1.601 3.066 3.630
H -1.093 -0.658 3.903
H -1.893 0.667 4.789
H -0.283 0.910 4.018


Record 2
80
Properties=species:S:1:pos:R:3 method="wB97M-V/def2-TZVPD" charge=-1 e_homo_ev=-6.68
Y -0.055 0.140 0.408
O -2.831 -0.118 -1.508
C -1.771 -0.867 -1.651
O -1.217 -1.452 -0.717
C -1.367 -1.172 -3.084
O 0.035 -1.260 -3.206
C 0.682 -0.051 -3.567
C 0.407 1.160 -2.657
O 0.852 2.242 -3.002
O -0.280 0.904 -1.605
H -2.969 0.072 -0.531
H -1.793 -0.427 -3.761
H -1.761 -2.160 -3.330
H 0.434 0.227 -4.597
H 1.751 -0.259 -3.514
O 2.351 -2.935 2.179
C 1.482 -2.142 1.843
O 1.382 -1.534 0.721
C 0.338 -1.827 2.812
C 0.229 -2.365 4.082
C -0.896 -2.052 4.833
C -1.889 -1.254 4.281
C -1.707 -0.763 3.000
N -0.600 -1.027 2.310
C -2.790 -0.026 2.191
O -3.900 0.093 2.686
O -2.387 0.334 1.032
H 1.018 -3.009 4.442
H -1.005 -2.450 5.834
H -2.805 -1.017 4.805
N 10.659 -1.607 -0.818
C 9.604 -1.167 -0.690
C 8.290 -0.621 -0.552
C 8.106 0.744 -0.351
C 6.833 1.268 -0.256
C 5.717 0.441 -0.370
C 5.902 -0.932 -0.547
C 7.174 -1.456 -0.636
N 4.424 0.984 -0.304
C 4.065 2.324 -0.317
C 2.714 2.353 -0.241
N 2.223 1.067 -0.181
C 3.261 0.277 -0.223
H 8.967 1.393 -0.261
H 6.708 2.327 -0.081
H 5.054 -1.597 -0.610
H 7.310 -2.520 -0.772
H 4.778 3.124 -0.385
H 2.057 3.207 -0.252
H 3.196 -0.795 -0.146
O 1.658 1.379 2.796
C 0.838 2.212 2.429
N 0.732 3.503 2.887
C -0.453 4.156 2.354
C -0.922 3.063 1.336
O -1.862 3.182 0.586
N -0.105 1.984 1.464
C -1.574 4.280 3.381
C -1.723 3.299 4.360
C -2.779 3.350 5.255
C -3.703 4.382 5.184
C -3.570 5.351 4.202
C -2.515 5.300 3.303
C -0.088 5.484 1.705
C 0.489 6.467 2.507
C 0.856 7.692 1.975
C 0.648 7.953 0.627
C 0.078 6.980 -0.178
C -0.290 5.751 0.355
H 1.186 3.794 3.734
H -1.018 2.477 4.410
H -2.887 2.572 5.999
H -4.535 4.418 5.877
H -4.298 6.150 4.124
H -2.429 6.049 2.527
H 0.642 6.272 3.563
H 1.300 8.446 2.613
H 0.934 8.910 0.209
H -0.087 7.173 -1.231
H -0.742 5.002 -0.280